Molecular formula: C31H28N4O2P2PbS3
Method: DFT, ωB97M-V/def2-TZVPD

Output
calculated total energy: -3637.32572 a.u.
maximum force: 0.75 eV/A
energy above the lowest of the compared OMol25 structures with the same formula, charge and spin: 0.5 kcal/mol
LUMO: -6.44 eV
total charge: +2

Element x y z (Å)
Pb1 0.04 -3.06 0.75
O1 -0.01 -1.21 2.15
P1 -0.31 0.28 2.17
C1 -0.81 0.86 0.53
P2 0.03 0.14 -0.90
O2 -0.01 -1.39 -0.86
C2 -0.84 0.77 -2.32
C3 -1.14 2.13 -2.43
C4 -1.81 2.60 -3.55
C5 -2.17 1.71 -4.56
C6 -1.88 0.36 -4.44
C7 -1.21 -0.12 -3.33
C8 1.72 0.70 -0.92
C9 2.14 1.75 -1.76
C10 3.46 2.18 -1.71
C11 4.36 1.58 -0.83
C12 3.95 0.53 -0.01
C13 2.64 0.09 -0.06
C14 -1.73 0.61 3.20
C15 -2.28 -0.43 3.94
C16 -3.40 -0.20 4.72
C17 -3.97 1.07 4.77
C18 -3.41 2.12 4.03
C19 -2.29 1.89 3.25
C20 1.12 1.21 2.68
C21 2.09 0.53 3.42
C22 3.22 1.22 3.85
C23 3.38 2.56 3.54
C24 2.41 3.24 2.81
C25 1.27 2.56 2.38
H1 -0.72 1.95 0.47
H2 -1.87 0.61 0.41
H3 -0.86 2.83 -1.64
H4 -2.04 3.65 -3.64
H5 -2.70 2.07 -5.43
H6 -2.18 -0.33 -5.22
H7 -0.99 -1.18 -3.22
H8 1.45 2.21 -2.45
H9 3.79 2.98 -2.36
H10 5.38 1.93 -0.79
H11 4.66 0.06 0.66
H12 2.33 -0.74 0.57
H13 -1.82 -1.42 3.90
H14 -3.83 -1.00 5.31
H15 -4.84 1.25 5.38
H16 -3.85 3.11 4.08
H17 -1.85 2.72 2.69
H18 1.96 -0.51 3.66
H19 3.97 0.70 4.44
H20 4.26 3.09 3.88
H21 2.53 4.29 2.58
H22 0.52 3.10 1.81
S1 -2.88 -4.46 0.29
C26 -3.90 -3.25 0.16
S2 -4.38 -1.73 0.72
C27 -5.00 -2.75 -0.72
C28 -4.59 -2.31 -2.04
N1 -4.19 -1.98 -3.07
C29 -6.34 -3.28 -0.59
N2 -7.41 -3.69 -0.46
C30 2.73 -2.14 -3.76
N3 2.54 -2.39 -2.33
C31 2.74 -3.55 -1.74
N4 3.12 -4.59 -2.47
S3 2.58 -3.74 -0.02
H23 2.63 -1.07 -3.93
H24 1.99 -2.66 -4.36
H25 3.73 -2.44 -4.07
H26 2.21 -1.64 -1.75
H27 3.29 -4.53 -3.46
H28 3.32 -5.46 -2.00